Entry a
A single C7H14O molecule. Source: OMol25; level of theory: ωB97M-V/def2-TZVPD.

```
22
Properties=species:S:1:pos:R:3
O 0.095 2.273 -0.552
C -0.631 -0.979 -1.839
C 0.114 -0.922 0.644
C 0.805 0.397 1.037
C 0.501 0.978 -0.354
C -2.119 0.025 -0.092
C -0.676 -0.251 -0.505
C 2.266 0.335 1.446
H -0.838 1.750 -0.321
H 0.393 -1.220 -2.125
H 0.228 0.945 1.786
H -2.678 -0.910 -0.028
H -0.488 -1.396 1.419
H -2.607 0.675 -0.819
H 0.829 -1.657 0.274
H 2.381 -0.203 2.387
H 2.856 -0.179 0.687
H 2.671 1.339 1.572
H 1.299 0.749 -1.073
H -2.156 0.538 0.869
H -1.070 -0.364 -2.625
H -1.177 -1.924 -1.787
```

Its LUMO energy is 0.872 eV. The SMILES is C[C@@H]1CC(C)(C)[C@H]1O.

Mulliken atomic charge list, values in e, 6 entries: number 1, O, carries -0.61; number 2, C, carries -1.77; number 3, C, carries -1.04; number 4, C, carries 0.52; number 5, C, carries -0.63; number 6, C, carries -1.80

=====

Entry b
2 unconnected molecules or ions with the total composition C7H14O. Source: OMol25; level of theory: ωB97M-V/def2-TZVPD.

```
22
Properties=species:S:1:pos:R:3
O -2.159 2.724 1.161
C -1.690 -0.716 -0.746
C 1.080 -0.923 0.400
C 1.495 -0.833 1.660
C 1.592 0.894 -1.032
C -0.806 0.500 -0.651
C 0.907 -2.335 -0.302
C 0.646 0.141 -0.444
H -0.944 1.189 -1.626
H -1.241 2.943 1.185
H 0.146 -2.850 0.208
H 0.441 -2.129 -1.374
H -1.399 1.108 0.034
H 1.545 0.021 2.424
H 2.617 0.765 -1.209
H -1.141 -1.517 -1.295
H 1.415 1.825 -1.697
H -2.465 2.625 0.235
H -2.199 -1.025 0.280
H 1.958 -1.556 2.190
H -2.539 -0.543 -1.446
H 1.738 -3.022 -0.509
```

Its LUMO energy is 0.796 eV. The SMILES is C=C(C)C(=C)CC.O.

Mulliken atomic charge list, values in e, 6 entries: number 1, O, carries -0.68; number 2, C, carries -1.15; number 3, C, carries 0.70; number 4, C, carries -1.03; number 5, C, carries -1.16; number 6, C, carries 0.04

=====

Most stable structure: entry a

=====

Entry a
2 unconnected molecules or ions with the total composition C7H14O. Source: OMol25; level of theory: ωB97M-V/def2-TZVPD.

```
22
Properties=species:S:1:pos:R:3
O -0.614 2.153 -2.511
C -0.703 0.491 0.492
C -1.869 -0.316 0.107
C 1.019 -1.112 -0.361
C 0.571 0.169 0.270
C 1.650 1.115 0.744
C -3.104 0.138 0.288
C 1.238 -2.212 0.702
H 1.936 -1.907 1.490
H 1.743 -3.083 0.275
H -1.698 -1.306 -0.293
H -3.960 -0.485 0.049
H -0.198 1.853 -1.692
H -0.939 1.495 0.835
H 0.274 -2.433 1.150
H 1.816 1.015 1.817
H -3.326 1.130 0.656
H 1.919 -0.947 -0.931
H 2.599 0.841 0.282
H 0.035 2.741 -2.911
H 1.378 2.145 0.551
H 0.232 -1.485 -1.009
```

Its LUMO energy is 0.836 eV. The SMILES is C=C/C=C(/C)CC.O.

Mulliken atomic charge list, values in e, 6 entries: number 1, O, carries -0.66; number 2, C, carries -0.04; number 3, C, carries 0.01; number 4, C, carries -0.90; number 5, C, carries 0.68; number 6, C, carries -1.50

=====

Entry b
A single C7H14O molecule. Source: OMol25; level of theory: ωB97M-V/def2-TZVPD.

```
22
Properties=species:S:1:pos:R:3
O 2.321 0.717 -0.371
C -1.798 -1.509 -0.212
C 3.217 0.593 -1.436
C -1.385 -0.039 -0.196
C -2.258 0.778 0.750
C 0.882 0.508 -0.720
C 0.164 0.075 0.273
C 0.535 -0.223 1.679
H -1.726 -1.945 0.782
H -1.939 1.818 0.764
H 4.211 0.884 -1.088
H 0.027 -1.119 2.032
H 1.613 -0.358 1.729
H 0.258 0.605 2.332
H 0.670 0.597 -1.774
H -2.208 0.383 1.763
H -1.498 0.362 -1.208
H -2.832 -1.607 -0.543
H 3.276 -0.437 -1.819
H -3.297 0.747 0.424
H 2.932 1.249 -2.273
H -1.166 -2.080 -0.889
```

Its LUMO energy is 1.003 eV. The SMILES is CO/C=C(\C)C(C)C.

Mulliken atomic charge list, values in e, 6 entries: number 1, O, carries -0.35; number 2, C, carries -1.45; number 3, C, carries -0.71; number 4, C, carries 0.56; number 5, C, carries -1.55; number 6, C, carries -0.49

=====

Entry c
2 unconnected molecules or ions with the total composition C7H14O. Source: OMol25; level of theory: ωB97M-V/def2-TZVPD.

```
22
Properties=species:S:1:pos:R:3
O -2.707 -0.190 1.189
C 0.649 0.503 0.764
C -0.388 -1.220 -0.798
C 0.916 2.894 -0.351
C -0.328 -2.383 0.220
C 0.726 -0.237 -0.550
C 0.557 2.012 0.566
C 1.846 -0.215 -1.285
H -3.527 -0.654 1.043
H 0.645 -2.486 0.697
H 2.498 0.622 -1.052
H -0.955 -2.381 1.118
H 1.587 0.444 1.330
H -0.397 -1.686 -1.783
H 0.676 3.950 -0.265
H -0.212 0.140 1.321
H -3.042 0.591 0.728
H -1.300 -0.645 -0.632
H -0.691 -3.295 -0.264
H 2.045 -0.939 -2.060
H 1.469 2.700 -1.263
H -0.067 2.477 1.330
```

Its LUMO energy is 0.587 eV. The SMILES is C=CCC(=C)CC.O.

Mulliken atomic charge list, values in e, 6 entries: number 1, O, carries -0.59; number 2, C, carries -0.50; number 3, C, carries -0.47; number 4, C, carries -0.77; number 5, C, carries -1.09; number 6, C, carries 0.58

=====

Most stable structure: entry a

=====

Entry a
A single C4H3NOS2 molecule. Source: OMol25; level of theory: ωB97M-V/def2-TZVPD.

```
11
Properties=species:S:1:pos:R:3
S -2.051 -0.890 -1.475
S 1.825 0.029 -1.249
O -0.302 -2.337 0.918
N 1.315 -0.812 0.222
C -1.086 -0.381 -0.314
C -1.183 0.913 0.253
C -0.049 -1.298 0.316
C -1.178 2.045 0.644
H 1.973 1.246 -0.695
H 1.952 -1.624 0.474
H -1.215 3.109 0.906
```

Its LUMO energy is -1.377 eV. The SMILES is C#CC(=S)C(=O)NS.

Mulliken atomic charge list, values in e, 6 entries: number 1, S, carries -0.18; number 2, S, carries -0.12; number 3, O, carries -0.53; number 4, N, carries -0.30; number 5, C, carries -0.25; number 6, C, carries -0.32

=====

Entry b
A single C4H3NOS2 molecule. Source: OMol25; level of theory: ωB97M-V/def2-TZVPD.

```
11
Properties=species:S:1:pos:R:3
S 1.169 0.152 -0.513
S -1.939 -0.368 0.121
O 0.218 -3.250 0.993
N 1.065 -1.489 -0.214
C 0.558 -2.044 1.030
C -0.769 3.265 -0.435
C -0.526 0.599 -0.319
C -0.768 2.039 -0.515
H 0.358 -1.365 1.888
H 1.092 -1.884 -1.188
H -0.458 4.345 -0.849
```

Its LUMO energy is -1.487 eV. The SMILES is C#CC(=S)SNC=O.

Mulliken atomic charge list, values in e, 6 entries: number 1, S, carries 0.00; number 2, S, carries -0.15; number 3, O, carries -0.52; number 4, N, carries -0.23; number 5, C, carries 0.11; number 6, C, carries -0.13

=====

Most stable structure: entry a

=====

Entry a
2 unconnected molecules or ions with the total composition C4H10O2. Source: OMol25; level of theory: ωB97M-V/def2-TZVPD.

```
16
Properties=species:S:1:pos:R:3
O -0.416 1.825 -2.296
O 0.147 -3.386 0.837
C -0.943 0.132 0.535
C 1.288 0.581 -0.507
C 0.000 1.216 0.004
C -0.751 1.875 -1.141
H -0.086 -3.390 1.770
H -1.228 -0.591 -0.226
H -0.415 -0.414 1.322
H 0.908 -3.960 0.738
H 1.140 0.075 -1.459
H 0.202 1.963 0.771
H 2.057 1.330 -0.680
H -1.848 0.508 1.022
H -1.708 2.386 -0.905
H 1.654 -0.150 0.215
```

Its LUMO energy is 0.715 eV. The SMILES is CC(C)C=O.O.

Mulliken atomic charge list, values in e, 6 entries: number 1, O, carries -0.47; number 2, O, carries -0.62; number 3, C, carries -1.35; number 4, C, carries -1.32; number 5, C, carries 0.58; number 6, C, carries -0.18

=====

Entry b
A single C4H10O2 molecule. Source: OMol25; level of theory: ωB97M-V/def2-TZVPD.

```
16
Properties=species:S:1:pos:R:3
O 0.023 -0.355 1.535
O 2.119 0.318 0.377
C -1.342 -1.016 -0.330
C -0.230 -0.074 0.170
C -0.709 1.375 0.024
C 1.169 -0.282 -0.502
H 2.893 -0.232 0.539
H 1.326 -1.363 -0.576
H 1.284 0.198 -1.482
H -1.080 -2.077 -0.272
H 0.941 -0.032 1.595
H -0.995 1.617 -1.007
H -1.583 1.542 0.664
H 0.083 2.061 0.337
H -2.240 -0.880 0.288
H -1.657 -0.800 -1.360
```

Its LUMO energy is 0.705 eV. The SMILES is CC(C)(O)CO.

Mulliken atomic charge list, values in e, 6 entries: number 1, O, carries -0.64; number 2, O, carries -0.59; number 3, C, carries -1.57; number 4, C, carries 1.46; number 5, C, carries -1.53; number 6, C, carries -0.64

=====

Entry c
A single C4H10O2 molecule. Source: OMol25; level of theory: ωB97M-V/def2-TZVPD.

```
16
Properties=species:S:1:pos:R:3
O 1.437 0.029 0.325
O -0.874 -0.789 1.397
C -0.874 0.402 0.638
C 2.379 -0.689 -0.433
C 0.250 0.327 -0.387
C -2.236 0.542 -0.015
H 2.707 -0.127 -1.319
H -0.685 1.270 1.293
H -2.412 -0.290 -0.707
H -2.320 1.485 -0.565
H 3.240 -0.873 0.213
H 0.026 -0.478 -1.105
H -3.016 0.514 0.751
H 1.966 -1.654 -0.765
H 0.057 -0.939 1.622
H 0.357 1.272 -0.943
```

Its LUMO energy is 1.002 eV. The SMILES is COC[C@@H](C)O.

Mulliken atomic charge list, values in e, 6 entries: number 1, O, carries -0.34; number 2, O, carries -0.56; number 3, C, carries 0.47; number 4, C, carries -0.71; number 5, C, carries -0.65; number 6, C, carries -1.35

=====

Most stable structure: entry b